# 1
Molecular formula: C4H25NO8
Method: DFT, the ωB97M-V functional and the def2-TZVPD basis

Summary:
* orbital gap: 8.2 eV
* SMILES string: CC/C=C/N.O.O.O.O.O.O.O.O
* relative energy (zero: lowest compared OMol25 entry of this formula, charge and spin): 4.073 eV

Cartesian coordinates (Å):
1 C -3.240 -1.182 0.916
2 C -1.929 -1.713 1.379
3 C -1.086 -1.263 0.183
4 C 0.057 -0.662 0.491
5 N 1.064 -0.089 -0.415
6 H -4.062 -1.630 1.543
7 H -3.655 -1.592 -0.061
8 H -3.520 -0.119 0.990
9 H -1.650 -1.209 2.232
10 H -1.777 -2.766 1.568
11 H -1.428 -1.421 -0.877
12 H 0.441 -0.644 1.597
13 H 1.602 0.677 0.092
14 H 0.741 0.310 -1.290
15 H 4.015 2.094 -0.676
16 H 4.181 0.848 0.074
17 O 3.596 1.276 -0.434
18 H -0.587 3.027 2.073
19 H -0.517 1.774 1.753
20 O -1.246 2.384 1.802
21 H 0.304 -3.013 -1.919
22 H 1.270 -3.845 -1.357
23 O 0.646 -3.817 -2.039
24 H 1.150 2.556 -3.734
25 H 0.381 3.159 -2.616
26 O 1.317 3.115 -2.988
27 H -1.481 1.597 -1.781
28 H -1.457 0.916 -3.253
29 O -0.889 1.315 -2.586
30 H 2.769 1.281 1.066
31 H 2.639 1.046 2.522
32 O 2.159 1.184 1.760
33 H 2.233 -3.358 1.648
34 H 2.581 -1.963 1.163
35 O 2.882 -2.746 1.459
36 H -2.879 0.773 -0.078
37 H -2.195 2.139 0.256
38 O -2.431 1.562 -0.463



# 2
Molecular formula: C4H26N2O9S
Method: DFT, the ωB97M-V functional and the def2-TZVPD basis

Summary:
* orbital gap: 7.8 eV
* SMILES string: [NH3+]/C=C(\[O-])NCCS.O.O.O.O.O.O.O.O
* relative energy (zero: lowest compared OMol25 entry of this formula, charge and spin): 2.402 eV

Cartesian coordinates (Å):
1 O 0.711 -1.549 -1.188
2 C 0.326 -0.888 -0.204
3 N 1.399 -0.632 0.781
4 C 1.303 0.639 1.438
5 C 1.859 1.808 0.590
6 S 0.916 2.168 -0.944
7 C -0.947 -0.419 -0.016
8 N -1.911 -0.606 -1.126
9 H 2.317 -0.839 0.390
10 H 0.303 0.763 1.818
11 H 1.989 0.640 2.294
12 H 2.877 1.755 0.307
13 H 1.676 2.704 1.134
14 H 0.153 3.218 -0.524
15 H -1.419 -0.033 0.917
16 H -2.303 -1.545 -1.159
17 H -2.577 0.170 -1.125
18 H -1.420 -0.472 -1.997
19 H -1.113 2.069 3.521
20 H -2.414 1.268 3.654
21 O -2.051 2.103 3.300
22 H 2.256 -2.132 -3.736
23 H 1.294 -1.509 -2.881
24 O 1.423 -1.655 -3.819
25 H -1.912 2.565 1.729
26 H -1.974 4.002 1.067
27 O -1.720 3.098 0.919
28 H -0.934 0.359 -3.876
29 H -2.450 0.728 -4.213
30 O -1.869 0.493 -3.501
31 H 0.932 -0.117 -4.674
32 H 0.892 0.980 -3.651
33 O 0.420 0.680 -4.463
34 H -1.143 -1.275 3.882
35 H -2.130 -1.120 2.858
36 O -1.859 -0.668 3.682
37 H 1.975 -4.240 -0.091
38 H 2.227 -2.871 -0.531
39 O 2.462 -3.462 0.198
40 H 0.721 -1.636 2.408
41 H 1.198 -2.255 3.745
42 O 0.518 -2.289 3.084



# 3
Molecular formula: C4H26NO11
Method: DFT, the ωB97M-V functional and the def2-TZVPD basis

Summary:
* orbital gap: 9.4 eV
* charge: -1
* relative energy (zero: lowest compared OMol25 entry of this formula, charge and spin): 0.622 eV

Cartesian coordinates (Å):
1 C -2.942 1.021 0.511
2 C -2.094 -0.114 -0.006
3 C -2.983 -0.848 -1.035
4 N -0.915 0.438 -0.636
5 C 0.390 0.170 -0.264
6 O 1.264 0.712 -1.027
7 O 0.571 -0.544 0.750
8 H -2.585 1.556 1.398
9 H -3.212 1.801 -0.224
10 H -3.881 0.738 1.040
11 H -1.769 -0.792 0.782
12 H -3.619 -0.080 -1.460
13 H -3.702 -1.545 -0.618
14 H -2.574 -1.521 -1.800
15 H -1.034 1.035 -1.442
16 H 0.932 0.770 -4.118
17 H 1.671 0.918 -2.832
18 O 1.835 0.790 -3.796
19 H -0.162 -2.982 -2.960
20 H -0.718 -3.176 -1.681
21 O -0.989 -3.344 -2.590
22 H 1.103 -2.095 0.906
23 H 2.427 -2.926 1.095
24 O 1.476 -2.976 1.152
25 H 0.089 3.617 -1.291
26 H 0.358 2.251 -1.748
27 O -0.395 2.889 -1.704
28 H 2.362 -2.196 -1.696
29 H 0.887 -2.579 -1.193
30 O 1.667 -2.883 -1.657
31 H 2.530 1.118 -0.312
32 H 3.778 0.634 0.605
33 O 3.324 1.432 0.273
34 H 1.376 1.627 3.650
35 H 0.266 0.583 4.184
36 O 0.604 1.497 4.194
37 H -0.521 -0.361 3.093
38 H 0.303 -1.555 3.087
39 O -0.313 -1.106 3.682
40 H 0.975 2.746 2.134
41 H 2.277 2.383 1.388
42 O 1.943 2.896 2.170



# 4
Molecular formula: C4H27NO12
Method: DFT, the ωB97M-V functional and the def2-TZVPD basis

Summary:
* orbital gap: 10.2 eV
* SMILES string: CN(C=O)CC=O.O.O.O.O.O.O.O.O.O.O
* relative energy (zero: lowest compared OMol25 entry of this formula, charge and spin): 1.517 eV

Cartesian coordinates (Å):
1 C -1.682 1.067 -1.472
2 N -0.444 1.321 -0.976
3 C 0.541 1.995 -1.824
4 C 0.153 0.386 -0.034
5 C -0.783 -0.043 1.065
6 O -0.806 -1.189 1.477
7 O -2.476 0.364 -0.844
8 H -1.988 1.551 -2.409
9 H 1.062 2.787 -1.275
10 H 1.296 1.296 -2.193
11 H 0.093 2.439 -2.719
12 H 1.021 0.875 0.439
13 H 0.569 -0.499 -0.552
14 H -1.476 0.702 1.444
15 H -0.117 1.728 3.025
16 H 0.997 2.416 2.189
17 O 0.764 1.581 2.630
18 H 1.213 -2.256 3.394
19 H 0.556 -2.205 2.038
20 O 1.390 -2.472 2.473
21 H -2.177 2.910 3.711
22 H -2.557 2.227 2.373
23 O -1.790 2.580 2.894
24 H 2.328 0.172 1.440
25 H 2.441 -1.305 1.749
26 O 2.862 -0.600 1.208
27 H -0.477 -3.373 -0.040
28 H -1.328 -3.464 -1.252
29 O -0.548 -3.884 -0.860
30 H 1.978 -2.719 -2.128
31 H 0.749 -3.696 -1.963
32 O 1.381 -3.322 -2.629
33 H -4.506 1.726 1.120
34 H -3.262 0.938 0.582
35 O -3.654 1.361 1.379
36 H -0.296 3.283 0.332
37 H -0.793 3.578 1.753
38 O -0.104 3.825 1.106
39 H 2.959 -1.214 -0.396
40 H 3.955 -1.738 -1.444
41 O 3.026 -1.501 -1.355
42 H 0.376 -2.567 -3.780
43 H -0.205 -2.841 -5.203
44 O -0.237 -2.223 -4.471



# 5
Molecular formula: C4H27NO12S
Method: DFT, the ωB97M-V functional and the def2-TZVPD basis

Summary:
* orbital gap: 5.9 eV
* charge: -2
* relative energy (zero: lowest compared OMol25 entry of this formula, charge and spin): 2.381 eV

Cartesian coordinates (Å):
1 C 0.349 -0.019 0.988
2 N -0.718 0.954 0.879
3 C -1.973 0.824 0.287
4 O -2.259 -0.366 -0.112
5 O -2.553 1.895 0.044
6 C 1.621 0.618 1.665
7 C 2.492 -0.589 2.132
8 S 4.081 -0.639 1.233
9 H 0.613 -0.420 -0.053
10 H 0.058 -1.091 1.343
11 H -0.480 1.889 1.210
12 H 2.109 1.266 0.928
13 H 1.254 1.030 2.585
14 H 1.953 -1.490 1.751
15 H 2.630 -0.517 3.243
16 H 2.635 1.599 -1.511
17 H 3.743 0.860 -0.539
18 O 3.398 1.709 -0.913
19 H -0.133 2.569 -2.603
20 H 0.508 2.621 -1.167
21 O 0.621 2.903 -2.089
22 H -2.043 1.954 -1.770
23 H -1.605 0.656 -2.363
24 O -1.704 1.582 -2.605
25 H -1.960 -1.940 2.349
26 H -2.583 -1.314 1.087
27 O -2.396 -2.228 1.524
28 H 2.593 3.993 -0.438
29 H 2.486 3.065 0.743
30 O 2.293 3.974 0.476
31 H -1.391 -1.118 -1.343
32 H -1.090 -2.532 -2.079
33 O -1.099 -1.576 -2.173
34 H -0.629 -4.387 0.212
35 H -1.565 -3.064 0.434
36 O -1.245 -3.766 -0.207
37 H 1.720 -1.743 -3.331
38 H 0.306 -1.249 -3.324
39 O 1.139 -1.111 -3.787
40 H 0.197 -1.503 4.272
41 H 0.297 -0.092 3.686
42 O 0.021 -0.574 4.451
43 H -3.935 -0.246 -1.216
44 H -3.505 -1.459 -2.094
45 O -4.249 -0.926 -1.803



# 6
Molecular formula: C4H28N2O11
Method: DFT, the ωB97M-V functional and the def2-TZVPD basis

Summary:
* orbital gap: 8.7 eV
* SMILES string: NCCNCC(=O)O.O.O.O.O.O.O.O.O.O
* relative energy (zero: lowest compared OMol25 entry of this formula, charge and spin): 4.458 eV

Cartesian coordinates (Å):
1 N -1.621 -0.562 2.220
2 C -0.716 -1.539 2.939
3 C 0.441 -2.018 2.033
4 N 1.422 -1.000 1.473
5 C 2.842 -1.016 1.846
6 C 3.238 0.452 2.088
7 O 3.305 1.003 0.931
8 O 3.588 1.053 3.112
9 H -2.416 -0.343 2.774
10 H -1.189 0.348 1.943
11 H -1.438 -2.409 3.065
12 H -0.411 -0.999 3.844
13 H 0.957 -2.812 2.545
14 H -0.256 -2.450 1.097
15 H 1.246 -0.865 0.545
16 H 3.472 -1.493 1.015
17 H 2.921 -1.771 2.631
18 H 3.161 0.296 0.139
19 H 0.633 -1.938 -2.713
20 H -0.123 -1.644 -1.553
21 O 0.353 -2.398 -1.874
22 H -2.420 3.064 1.192
23 H -3.787 2.767 0.920
24 O -2.889 2.761 0.471
25 H 2.328 -0.332 -1.877
26 H 3.324 -1.206 -1.219
27 O 2.584 -0.711 -1.026
28 H -2.593 -3.281 0.218
29 H -3.412 -2.191 0.783
30 O -3.511 -3.068 0.308
31 H 2.065 0.992 -3.881
32 H 0.496 0.557 -3.565
33 O 1.550 0.349 -3.327
34 H 0.525 2.143 0.202
35 H 1.104 3.413 0.605
36 O 0.358 3.013 0.106
37 H -2.510 -0.785 -1.298
38 H -1.361 0.059 -0.789
39 O -1.701 -0.379 -1.548
40 H -2.879 2.932 -1.729
41 H -1.627 3.779 -1.467
42 O -2.117 3.343 -2.139
43 H -0.743 2.301 -4.140
44 H -1.409 1.262 -3.027
45 O -0.783 1.322 -3.872



Number 1: E_tot -823.95685 a.u., E_HOMO -8.06 eV, LUMO energy 0.0036 Ha. Number 2: E_tot -1352.82551 a.u., E_HOMO -7.44 eV, LUMO energy 0.0129 Ha. Number 3: E_tot -1050.52499 a.u., E_HOMO -6.59 eV, LUMO energy 0.1045 Ha. Number 4: E_tot -1126.27531 a.u., E_HOMO -10.16 eV, LUMO energy 0.0030 Ha. Number 5: E_tot -1524.53177 a.u., E_HOMO -1.18 eV, LUMO energy 0.1740 Ha. Number 6: E_tot -1106.28216 a.u., E_HOMO -8.83 eV, LUMO energy -0.0040 Ha.